{"formula": "C3H3HgO2", "method": "ωB97M-V/def2-TZVPD", "total_charge": -1, "e_lumo_ha": 0.1484, "homo_lumo_gap_ev": 6.63, "e_homo_ha": -0.0952, "species": ["C", "H", "H", "C", "C", "O", "H", "Hg", "O"], "xyz": [[-0.65111, -0.49037, 0.37589], [-1.79386, -2.18000, -0.06814], [-1.58934, -0.75380, -1.29699], [1.29698, 0.72800, 0.89170], [-1.15211, -1.39755, -0.47541], [0.26050, 0.43974, -0.01835], [-0.73949, -0.59001, 1.46305], [2.31140, 2.66981, -1.25867], [2.05702, 1.57418, 0.38693]]}

=====

{"formula": "C5H12NO", "method": "ωB97M-V/def2-TZVPD", "total_charge": 1, "e_lumo_ha": [-0.1402, -0.1415], "homo_lumo_gap_ev": [8.67, 8.44], "e_homo_ha": [-0.4586, -0.4515], "species": ["H", "H", "H", "H", "H", "H", "H", "N", "H", "H", "H", "C", "H", "C", "O", "C", "C", "C", "H"], "xyz": [[-1.45921, 0.00954, 0.63113], [0.06188, 0.22012, -1.74460], [2.03391, 1.90678, -1.28575], [-0.83269, -2.30250, -1.34451], [-0.07023, 1.66700, 0.97376], [1.89140, 2.85038, 0.32285], [2.45184, 1.25317, 0.28624], [-0.92774, -0.55608, -0.01935], [0.93926, -1.49682, 0.16423], [-1.59988, -2.41378, 0.31731], [-2.51959, -1.59226, -1.00825], [1.74410, 1.91986, -0.20507], [-1.26013, 1.15212, -1.27660], [-0.39467, 0.64367, -0.91959], [-0.00363, -1.05310, 2.08734], [0.28486, -0.84112, 0.80738], [0.43410, 1.38287, 0.14344], [-1.52932, -1.80294, -0.60730], [0.75574, -0.94690, 2.67732]]}

=====

{"formula": "C5H10O2", "method": "ωB97M-V/def2-TZVPD", "smiles": "C[C@@H](O)[C@H]1CCO1", "e_lumo_ha": 0.0386, "homo_lumo_gap_ev": 11.08, "e_homo_ha": -0.3687, "species": ["H", "H", "C", "C", "C", "H", "O", "H", "H", "H", "C", "H", "O", "H", "H", "C", "H"], "xyz": [[2.21326, -0.43481, -1.66955], [1.25018, 0.96184, 0.25423], [0.19276, -0.59043, -0.92683], [1.48695, -1.22221, -1.43441], [-0.97981, 1.28348, 0.36456], [1.94660, -1.93737, -0.74413], [0.02161, -0.11330, 1.56066], [-0.17911, 0.00940, -1.78823], [-1.74780, 0.76042, 2.40975], [-0.90039, -1.57498, 0.32505], [0.28656, 0.42725, 0.23005], [1.27340, -1.74140, -2.37583], [-0.81176, -1.54195, -0.64116], [-1.78211, 0.68940, -0.07837], [-1.00971, 2.32009, 0.01357], [-0.84616, 1.01224, 1.84212], [-0.30209, 1.82230, 2.34935]]}

=====

{"formula": "C20H28ClCuN3O7P2", "method": "ωB97M-V/def2-TZVPD", "spin_multiplicity": 2, "total_charge": 2, "e_lumo_ha": [-0.2823, -0.3540], "homo_lumo_gap_ev": [6.09, 4.14], "e_homo_ha": [-0.5062, -0.5062], "species": ["C", "H", "O", "C", "N", "O", "H", "C", "P", "H", "H", "O", "O", "H", "C", "C", "H", "C", "H", "H", "H", "H", "H", "C", "H", "H", "H", "P", "N", "C", "H", "N", "C", "O", "Cl", "H", "C", "H", "C", "C", "H", "C", "H", "C", "H", "Cu", "H", "C", "H", "H", "H", "C", "O", "C", "C", "C", "H", "C", "H", "H", "O", "H"], "xyz": [[0.40654, -0.30110, -1.80337], [-2.27188, 2.74119, -0.22442], [-0.38129, -2.62334, 2.88009], [0.90544, -1.58958, -1.82800], [-4.15734, 1.02848, -0.22040], [-1.68983, -3.56229, -3.87457], [-1.21980, 3.40892, 2.88615], [0.11051, 0.25808, -0.56993], [0.21966, 0.49029, -3.49391], [1.93955, 0.75825, 2.74641], [0.75374, -4.84278, 1.00325], [-2.49104, -0.46597, 0.21141], [-0.60022, 6.05324, 2.20775], [1.44580, 1.80210, 1.44279], [-1.80054, 1.85052, 0.18935], [1.28175, -2.44584, -3.05190], [0.01837, 4.23342, 3.76895], [0.22325, -4.71320, -2.87639], [-1.23580, -3.52579, -1.83108], [-0.95286, -3.28810, 2.45794], [-4.40669, 1.82928, 0.35189], [-0.98983, 2.25686, -3.46694], [0.41075, -5.11625, -3.87165], [0.06407, 0.13834, 1.96600], [2.24563, 5.65566, 0.75982], [0.21679, -0.59590, 2.75530], [1.33199, 2.44035, 4.11654], [1.02942, -2.71027, 2.09381], [0.44515, 4.05955, 1.73852], [0.28696, 5.45839, 1.63316], [-1.62019, 2.11204, 1.23010], [1.29620, -3.73672, -2.51617], [-0.45802, 1.65642, -0.54863], [1.48988, -2.13208, -4.20163], [1.71467, 1.92537, -3.43687], [-0.96811, 0.45430, 2.06995], [1.12340, -2.30845, -0.66417], [0.90638, -4.99951, 2.76424], [1.27771, 6.16019, 0.71149], [-1.21237, -4.18787, -2.70633], [2.36270, -4.69122, 1.76138], [1.29948, -4.49487, 1.88076], [0.91698, 6.05052, -0.31186], [1.72222, -3.60354, -1.14133], [-1.48885, -2.62405, -3.80740], [2.90648, -4.30375, -4.23440], [-1.84693, -5.04244, -2.47203], [0.51937, 2.18606, 3.43495], [0.27349, 2.29386, -0.04653], [-0.55363, 2.08727, -1.53373], [1.36743, 7.19491, 1.01979], [-2.78416, 0.69695, 0.05238], [-1.20407, 1.31070, -3.50186], [0.80593, -1.76433, 0.58072], [-0.13758, 3.50479, 2.96910], [0.32709, -0.46803, 0.61317], [-4.29608, 1.23243, -1.20389], [1.07829, 1.28015, 2.32071], [1.43310, 3.84051, 1.68885], [-0.22440, 1.65973, 4.03548], [2.49600, -4.40510, -0.70042], [0.33934, -5.56680, -2.20236]]}